No. 1
{
  "formula": "C4H13BrN2Si",
  "method": "wB97M-V/def2-TZVPD",
  "symbols": ["C", "C", "C", "C", "N", "N", "Si", "Br", "H", "H", "H", "H", "H", "H", "H", "H", "H", "H", "H", "H", "H"],
  "xyz": [[1.734, 2.688, 0.440], [-0.621, 2.399, 0.390], [-0.967, -2.237, 1.101], [-1.046, -2.809, -1.293], [0.649, 1.838, 0.066], [-1.286, -1.821, -0.261], [0.886, 0.371, -0.748], [2.771, -0.579, 0.113], [2.250, 2.554, 1.348], [2.510, 2.637, -0.285], [1.252, 3.636, 0.436], [-1.430, 1.664, 0.124], [-0.736, 2.517, 1.455], [-0.844, 3.489, -0.130], [0.019, -2.726, 1.220], [-1.080, -1.476, 1.791], [-1.643, -3.160, 1.216], [-0.223, -3.461, -1.145], [-1.899, -3.490, -1.220], [-1.230, -2.392, -2.413], [0.934, 0.360, -2.207]],
  "atomic_forces_ev_per_a": [[-0.1, 0.4, -1.0], [-2.2, 0.9, -1.3], [-0.1, -3.7, -2.8], [-2.2, 1.2, -1.6], [0.1, -0.6, -0.1], [0.9, 1.2, -0.1], [-0.7, -1.5, 1.0], [-0.4, 0.3, -0.4], [0.1, -0.7, 1.7], [0.7, 0.3, -0.9], [0.4, 1.4, 0.1], [0.6, 0.9, -0.1], [0.1, 0.4, 0.5], [0.6, -2.7, 1.1], [0.1, 0.5, -0.2], [-0.6, 1.4, 1.3], [0.4, 1.3, 0.6], [1.4, -0.3, -0.2], [-0.4, -0.3, 0.1], [1.1, -0.7, 2.7], [0.3, 0.2, -0.4]],
  "mulliken_charge": [-1.138, -0.985, -0.799, -0.884, 0.287, -0.259, 0.236, -0.273, 0.292, 0.414, 0.365, 0.320, 0.379, 0.254, 0.308, 0.291, 0.317, 0.357, 0.379, 0.246, -0.107],
  "e_above_lowest_kj_mol": 384.8,
  "e_lumo_ev": [-0.14, 0.23],
  "total_charge": 0,
  "multiplicity": 1
}

No. 2
{
  "formula": "C4H13BrN2Si",
  "method": "wB97M-V/def2-TZVPD",
  "symbols": ["C", "C", "C", "C", "N", "N", "Si", "Br", "H", "H", "H", "H", "H", "H", "H", "H", "H", "H", "H", "H", "H"],
  "xyz": [[-0.497, 1.968, -1.249], [-0.703, 2.148, 1.251], [0.506, -2.620, 1.202], [-1.210, -1.469, -0.079], [0.012, 1.617, 0.103], [0.072, -1.329, 0.697], [0.823, 0.119, 0.445], [-3.686, 0.909, -1.243], [-0.017, 1.496, -2.105], [-1.531, 1.879, -1.279], [-0.278, 3.081, -1.463], [-0.414, 3.219, 1.229], [-1.681, 1.866, 1.037], [-0.163, 1.766, 2.167], [0.053, -3.068, 2.041], [0.505, -3.467, 0.511], [1.628, -2.583, 1.484], [-1.753, -1.991, 0.717], [-1.541, -0.468, -0.258], [-0.872, -1.913, -1.040], [1.868, 0.221, 1.357]],
  "atomic_forces_ev_per_a": [[3.2, 2.4, 1.2], [3.6, 1.3, -0.2], [3.8, 0.4, -0.4], [2.6, -0.2, 1.2], [0.6, -1.8, -1.3], [-2.0, -2.0, 0.4], [1.5, 0.9, -3.1], [-0.1, 0.1, 0.0], [0.0, -0.7, 0.5], [-2.5, -0.4, -0.2], [-0.5, -1.3, 0.6], [-1.3, -0.1, 0.4], [-2.4, 0.1, 1.0], [-1.3, 0.1, -0.7], [-1.3, 0.3, 1.4], [-0.3, 0.5, -0.9], [-1.6, 0.2, -0.3], [-1.1, -0.3, -1.4], [-0.8, 0.3, -0.1], [-1.2, -0.4, 0.5], [1.2, 0.5, 1.6]],
  "mulliken_spin": [0.049, 0.032, 0.018, 0.061, 0.069, 0.041, 0.849, 0.868, -0.027, 0.038, 0.004, -0.006, 0.009, -0.006, 0.004, -0.008, 0.006, 0.006, -0.025, -0.018, 0.036],
  "e_lumo_ev": [0.82, -3.65],
  "total_charge": 0,
  "multiplicity": 3,
  "s_squared": 2.01
}

No. 3
{
  "formula": "C4H13Cl2N2OPd",
  "method": "wB97M-V/def2-TZVPD",
  "symbols": ["Pd", "Cl", "C", "Cl", "H", "H", "N", "C", "C", "N", "H", "H", "H", "H", "H", "H", "H", "H", "C", "O", "H", "H", "H"],
  "xyz": [[-0.354, -0.072, -0.537], [-1.373, 1.584, -1.931], [-2.886, 0.588, -1.999], [-2.610, -0.795, -0.861], [-3.011, 0.201, -3.008], [-3.717, 1.185, -1.632], [0.445, -1.729, 0.348], [1.941, -1.761, 0.140], [2.411, -0.339, 0.302], [1.599, 0.489, -0.650], [0.226, -1.712, 1.350], [0.006, -2.576, -0.031], [2.136, -2.165, -0.855], [2.390, -2.431, 0.876], [3.475, -0.202, 0.093], [2.212, 0.032, 1.308], [1.881, 0.301, -1.621], [1.755, 1.490, -0.491], [-1.371, 1.606, 1.798], [-0.409, 0.745, 1.391], [-1.460, 2.512, 1.190], [-0.953, 1.916, 2.816], [-2.331, 1.134, 2.004]],
  "atomic_forces_ev_per_a": [[0.0, -0.1, 0.2], [-0.1, 0.1, 0.0], [0.0, 0.0, 0.0], [-0.1, 0.0, 0.0], [0.0, 0.0, 0.0], [0.0, 0.0, 0.0], [0.0, -0.1, 0.1], [0.0, 0.1, 0.0], [0.0, 0.0, 0.1], [0.0, 0.0, 0.0], [0.0, 0.1, -0.1], [0.0, 0.0, 0.0], [0.0, 0.0, 0.0], [0.0, 0.0, 0.0], [0.0, -0.1, -0.1], [0.1, 0.0, 0.0], [0.1, 0.0, 0.0], [-0.1, 0.0, 0.0], [-0.6, -0.1, -0.2], [0.6, -0.1, -0.2], [0.2, 0.3, 0.2], [0.1, 0.0, -0.3], [-0.2, -0.1, 0.1]],
  "mulliken_charge": [0.414, 0.087, -0.121, 0.111, 0.411, 0.392, -0.306, -0.566, -0.337, -0.396, 0.323, 0.386, 0.337, 0.386, 0.429, 0.310, 0.416, 0.348, -0.460, -0.204, 0.356, 0.334, 0.350],
  "e_lumo_ev": [-16.21, -16.14],
  "total_charge": 3,
  "multiplicity": 1
}

No. 4
{
  "formula": "C4H13ClN3O4V",
  "method": "wB97M-V/def2-TZVPD",
  "symbols": ["V", "N", "C", "C", "N", "C", "C", "N", "H", "H", "H", "H", "H", "H", "H", "H", "H", "H", "H", "H", "H", "O", "Cl", "O", "O", "O"],
  "xyz": [[-0.942, -0.653, 0.000], [-0.552, -0.264, -2.068], [0.611, 0.696, -2.011], [1.736, 0.003, -1.295], [1.221, -0.605, -0.001], [1.736, -0.003, 1.296], [0.613, 0.694, 2.012], [-0.552, -0.263, 2.069], [-0.279, -1.112, -2.559], [-1.302, 0.143, -2.621], [0.285, 1.579, -1.458], [0.913, 1.030, -3.002], [2.552, 0.691, -1.088], [2.145, -0.811, -1.892], [1.450, -1.592, -0.003], [2.556, 0.682, 1.093], [2.140, -0.821, 1.891], [0.290, 1.578, 1.459], [0.916, 1.026, 3.003], [-1.302, 0.146, 2.621], [-0.282, -1.111, 2.560], [-3.870, -0.006, 1.225], [-3.110, 0.045, -0.001], [-3.870, -0.007, -1.227], [-1.069, -2.204, 0.001], [-2.036, 1.137, -0.001]],
  "atomic_forces_ev_per_a": [[4.7, -2.7, 0.0], [0.2, 0.6, 0.3], [-0.4, -0.2, -0.1], [0.1, -0.4, 0.5], [-0.3, 0.7, 0.0], [0.1, -0.4, -0.5], [-0.4, -0.2, 0.1], [0.2, 0.6, -0.3], [0.0, -0.1, -0.1], [-0.1, 0.0, -0.1], [-0.1, 0.0, 0.0], [0.0, -0.1, -0.1], [0.0, 0.0, 0.0], [0.0, 0.0, -0.1], [0.2, -0.1, 0.0], [0.0, 0.0, 0.0], [0.0, 0.0, 0.1], [-0.1, 0.0, 0.0], [0.0, -0.1, 0.1], [-0.1, 0.0, 0.1], [0.0, -0.1, 0.1], [0.9, 0.0, -0.9], [-3.8, 1.7, 0.0], [0.9, 0.0, 0.9], [-0.7, 1.1, 0.0], [-1.2, -0.6, 0.0]],
  "mulliken_spin": [1.163, -0.020, -0.010, 0.010, 0.004, 0.010, -0.010, -0.020, 0.003, 0.003, 0.000, 0.001, -0.001, 0.001, 0.004, -0.001, 0.001, 0.000, 0.001, 0.003, 0.003, 0.275, 0.132, 0.275, -0.086, 0.259],
  "e_lumo_ev": [-8.36, -13.09],
  "total_charge": 2,
  "multiplicity": 3,
  "s_squared": 2.02
}